This record from the OMol25 dataset describes 2 unconnected molecules or ions with the total composition C10H10N2 at a distorted geometry. The level of theory is wB97M-V/def2-TZVPD.

Calculated values
ΔE to the lowest compared entry with this formula, charge and spin = 51.53 kcal/mol
maximum force = 2.41 eV/A
charge = 0
gap between HOMO and LUMO = 9.99 eV
LUMO = 0.63 eV
DFT total energy = -496.514971 a.u.
SMILES = c1ccncc1.c1ccncc1

```
22
C10H10N2 (wB97M-V/def2-TZVPD)
C -5.2020 3.4007 0.7243
C -3.8136 3.1747 0.4459
C -3.1729 2.1180 1.0954
N -3.8487 1.1520 1.7554
C -5.1685 1.3098 2.0216
C -5.9006 2.4611 1.4898
H -5.7792 4.2180 0.2719
H -3.2841 3.8993 -0.1867
H -2.1206 1.9488 0.8315
H -5.6090 0.4687 2.5732
H -6.9799 2.6118 1.6240
C 0.3691 3.8488 -3.6072
C 1.1628 4.3507 -4.6641
C 2.3634 3.7277 -4.9069
N 2.8040 2.7372 -4.1723
C 2.0473 2.2356 -3.2115
C 0.7720 2.7313 -2.8635
H -0.5818 4.2729 -3.2586
H 1.0325 5.3682 -5.0556
H 3.0828 4.2778 -5.5277
H 2.3472 1.2426 -2.8515
H -0.0033 2.3246 -2.2008
```